1.
A cluster of 2 separate species, C3H2OS in total in a non-equilibrium geometry. Source: the OMol25 dataset; level of theory: ωB97M-V with the def2-TZVPD basis set.

Last columns: bonded neighbours and bond lengths (Å).
Atoms and positions in Å:
1 C 0.004 0.983 0.139  C2 1.387, C3 1.450
2 C 0.871 0.031 0.654  C1 1.387, C3 1.352, H4 1.086
3 C 1.160 0.487 -0.585  C1 1.450, C2 1.352, H5 1.003
4 H 1.418 -0.726 1.208  C2 1.086
5 H 1.675 0.166 -1.384  C3 1.003
6 O -2.510 -1.202 -0.027  S7 1.466
7 S -2.618 0.260 -0.005  O6 1.466

The largest force on an atom comes out at 0.1068 hartree/bohr. For the HOMO energy (spin up / spin down), the calculation gives -0.299 / -0.293 Eh. Its net charge is 0. The energy above the lowest of the compared OMol25 structures with the same formula, charge and spin is 489.88 kJ/mol. The calculated total energy is -16019.2400 eV. The calculation puts the HOMO-LUMO gap (spin up / spin down) at 0.2695 / 0.2656 Ha. As for the SMILES: C1=CC=1.O=S.


2.
An isolated molecule of C3H2OS3 in a non-equilibrium geometry. Source: the OMol25 dataset; level of theory: ωB97M-V with the def2-TZVPD basis set.

Last columns: bonded neighbours and bond lengths (Å).
Atoms and positions in Å:
1 O -0.473 -1.336 1.112  C2 1.233
2 C -0.686 -0.538 0.197  O1 1.233, S3 1.720, C4 1.530
3 S -2.146 -0.738 -0.691  C2 1.720, H8 1.465
4 C 0.211 0.662 -0.111  C2 1.530, S5 1.660, C6 1.434
5 S -0.339 2.222 0.030  C4 1.660
6 C 1.636 0.602 -0.249  C4 1.434, S7 1.750, H9 1.034
7 S 2.646 -0.822 -0.366  C6 1.750
8 H -2.865 -1.613 0.238  S3 1.465
9 H 2.015 1.560 -0.160  C6 1.034

The largest force on an atom comes out at 0.1157 hartree/bohr. For the HOMO energy, the calculation gives -0.349 Eh. Its net charge is 0. The energy above the lowest of the compared OMol25 structures with the same formula, charge and spin is 245.14 kJ/mol. The calculated total energy is -37693.8422 eV. The calculation puts the HOMO-LUMO gap at 0.2443 Ha. As for the SMILES: O=C(S)C(=S)C=S.


3.
A cluster of 2 separate species, C3H2S3 in total in a non-equilibrium geometry. Source: the OMol25 dataset; level of theory: ωB97M-V with the def2-TZVPD basis set.

Last columns: bonded neighbours and bond lengths (Å).
Atoms and positions in Å:
1 C -0.960 -1.088 -0.034  C3 1.296, S5 1.569
2 C 2.366 1.098 0.230  S4 1.538, S6 1.520
3 C -1.934 -0.238 -0.120  C1 1.296, H7 1.144, H8 1.012
4 S 2.379 1.013 -1.305  C2 1.538
5 S 0.192 -2.104 -0.354  C1 1.569
6 S 2.510 1.001 1.740  C2 1.520
7 H -2.379 0.150 0.859  C3 1.144
8 H -2.173 0.168 -1.016  C3 1.012

The largest force on an atom comes out at 0.0988 hartree/bohr. For the HOMO energy, the calculation gives -0.320 Eh. Its net charge is 0. The energy above the lowest of the compared OMol25 structures with the same formula, charge and spin is 152.47 kJ/mol. The calculated total energy is -35647.0752 eV. The calculation puts the HOMO-LUMO gap at 0.3093 Ha.


Question: calculated total energy of number 3 (C3H2S3)?
Answer: -35647.0752 eV